Record 1
Below is one molecule with the formula C22H20N4O3 in a non-equilibrium geometry, with properties calculated with wB97M-V/def2-TZVPD.

The energy above the lowest of the compared OMol25 structures with the same formula, charge and spin is 50.2 kcal per mole. For the HOMO energy, the calculation gives -8.68 eV. The SMILES is Cc1ccc(C)c(-c2nnc(OCC(=O)Nc3cc(C)on3)c3ccccc23)c1. The orbital gap comes out at 8.7 eV. Its maximum force is 1.53 eV/A.

Element x y z (Å)
C 6.3475 0.4454 -0.2128
C 4.9519 0.5625 -0.7467
C 4.7232 0.9665 -2.0557
C 3.4362 1.0513 -2.5537
C 2.3334 0.7367 -1.7719
C 0.9458 0.8437 -2.3227
C 2.5589 0.3409 -0.4506
C 1.4356 -0.0067 0.4383
N 0.6496 -0.9682 0.0475
N -0.3751 -1.3663 0.7851
C -0.6294 -0.8277 1.9492
O -1.6576 -1.2675 2.6846
C -2.3893 -2.3968 2.2271
C -3.4798 -2.0455 1.1989
O -4.6575 -2.1242 1.4614
N -2.9636 -1.6714 0.0035
C -3.6894 -1.2539 -1.0887
C -5.0985 -1.2035 -1.2651
C -5.2426 -0.7136 -2.5298
C -6.4401 -0.4130 -3.3508
O -4.0280 -0.4898 -3.0624
N -3.0686 -0.8255 -2.1641
C 0.1560 0.2441 2.4842
C -0.1107 0.8637 3.7143
C 0.6723 1.9106 4.1264
C 1.7215 2.3718 3.3215
C 1.9987 1.7774 2.1172
C 1.2303 0.6854 1.6796
C 3.8557 0.2565 0.0449
H 6.9612 1.2776 -0.5521
H 6.3494 0.4254 0.8744
H 6.8072 -0.4761 -0.5708
H 5.5619 1.2151 -2.6903
H 3.2830 1.3681 -3.5754
H 0.4602 -0.1296 -2.3173
H 0.3402 1.5137 -1.7131
H 0.9655 1.2226 -3.3411
H -2.8795 -2.7985 3.1167
H -1.7058 -3.1357 1.7944
H -1.9394 -1.6443 -0.0869
H -5.8448 -1.4878 -0.5565
H -6.4428 0.6370 -3.6390
H -6.4289 -1.0102 -4.2612
H -7.3386 -0.6352 -2.7838
H -0.9351 0.5037 4.3092
H 0.4772 2.3938 5.0722
H 2.3149 3.2098 3.6566
H 2.7993 2.1415 1.4916
H 4.0091 -0.0736 1.0637



Record 2
Below is a 17-piece molecular cluster, C22H78N12O17 overall in a non-equilibrium geometry, with properties calculated with wB97M-V/def2-TZVPD.

The energy above the lowest of the compared OMol25 structures with the same formula, charge and spin is 16.4 kcal per mole. For the HOMO energy, the calculation gives -8.59 eV. The orbital gap comes out at 8.2 eV. Its maximum force is 10.28 eV/A.

Element x y z (Å)
C 3.7712 -2.1084 -1.3108
C 3.0142 -3.4204 -1.2718
O 1.7172 -3.0744 -1.4368
H 4.8252 -2.1644 -1.3858
H 3.5512 -1.5294 -0.4088
H 3.4542 -1.4954 -2.1278
H 3.0892 -3.9444 -0.2778
H 3.2392 -4.1814 -2.0008
H 1.2502 -3.8434 -1.7088
C 0.7612 0.5286 -0.5478
C -0.5258 -0.1524 -0.1388
O -0.4828 -0.4604 1.2672
H 1.0342 1.3846 0.0692
H 0.6392 0.8936 -1.5538
H 1.6352 -0.1524 -0.5758
H -0.7138 -1.0344 -0.8048
H -1.1968 0.7076 -0.2858
H -1.3198 -0.1914 1.6852
C 2.8942 -0.2384 -4.2938
C 3.7232 1.0456 -4.0728
O 2.8022 2.0186 -3.7428
H 3.5312 -1.1434 -4.2458
H 2.4792 -0.0404 -5.3098
H 1.9742 -0.4294 -3.5938
H 4.2842 1.2186 -4.9598
H 4.3512 0.8426 -3.2128
H 3.3842 2.7246 -3.4288
C 3.6142 -0.7564 2.4242
C 2.2242 -0.2084 2.6462
O 2.4082 1.1466 2.7932
H 3.6902 -1.8684 2.2662
H 4.2962 -0.3774 3.1492
H 3.9292 -0.3744 1.4092
H 1.5482 -0.6264 3.3812
H 1.7712 -0.2604 1.6872
H 1.8182 1.7226 2.2962
C -3.8758 1.6046 -1.3548
C -4.2528 0.2656 -0.7148
O -4.7928 0.3656 0.5392
H -3.0388 2.1326 -0.7798
H -4.8228 2.1816 -1.6488
H -3.3008 1.3486 -2.2488
H -3.3408 -0.3524 -0.6748
H -4.8928 -0.3164 -1.3148
H -4.1598 0.6996 1.1422
C -0.2918 -1.2254 5.8062
O 0.5312 -0.3484 6.4662
N -0.7048 -2.3464 6.1952
N -0.7268 -0.9264 4.6172
H -0.8058 -2.3134 7.2592
H -1.5108 -2.7624 5.6632
H -0.5938 0.0506 4.2402
H -1.4498 -1.3804 4.0592
C -2.3538 1.2886 3.3522
O -2.8148 1.3036 2.0782
N -1.1038 1.5976 3.6552
N -3.1398 0.6986 4.2472
H -0.5448 2.0066 2.8822
H -0.8228 2.0466 4.6152
H -3.9838 0.3216 3.8432
H -2.8668 0.1336 4.9982
C 1.4922 -3.3974 2.2792
O 2.5522 -4.2714 2.3052
N 1.0492 -2.8124 1.1872
N 0.8152 -3.1204 3.3762
H 1.6292 -3.0584 0.4332
H 0.4502 -2.0154 1.2892
H 1.1162 -3.5214 4.2852
H 0.1992 -2.2954 3.5412
C 1.1632 4.0396 1.4362
O 0.3322 2.9866 1.8272
N 1.2642 4.4716 0.1992
N 1.8482 4.7566 2.2632
H 0.8182 4.0206 -0.6228
H 2.1492 4.9956 -0.0078
H 1.6292 4.4876 3.2012
H 2.5952 5.4726 2.0752
C -0.3578 1.9116 -5.3498
O -0.7278 1.3936 -4.1148
N -1.1988 1.8566 -6.3578
N 0.8252 2.2896 -5.6508
H -2.2008 1.6466 -6.0768
H -0.8808 1.8956 -7.3008
H 1.6202 2.1786 -4.9758
H 1.1712 2.4696 -6.5838
C -1.9868 -4.7914 1.1742
O -3.0998 -5.2754 0.7232
N -1.3088 -3.8204 0.5272
N -1.4198 -5.1734 2.2742
H -1.9088 -3.4824 -0.3308
H -0.3458 -3.5034 0.7872
H -1.6218 -6.0644 2.7232
H -0.7518 -4.6364 2.7192
C 0.4502 4.4236 -2.7128
O 0.1342 3.3306 -1.9438
H 1.1632 5.1826 -2.3028
H -0.4978 4.7816 -3.0288
H 0.9512 4.0196 -3.5588
H 0.1822 2.5176 -2.5198
C -0.4908 -1.8144 -4.0868
O -1.4618 -0.9984 -3.3768
H 0.3852 -2.2154 -3.4298
H -0.0418 -1.0654 -4.7238
H -0.9928 -2.6544 -4.6878
H -1.2648 -0.0474 -3.4988
C -3.7888 -2.3594 2.5862
O -2.3388 -2.3474 2.7902
H -4.1108 -1.4734 1.9952
H -4.2538 -2.2734 3.5852
H -4.0158 -3.3234 2.1822
H -1.9368 -2.6924 2.0142
C -2.4068 4.3036 0.7022
O -1.8798 5.5926 0.9962
H -1.7258 3.6186 0.1122
H -3.4208 4.2436 0.3072
H -2.4618 3.8576 1.7242
H -1.0018 5.6906 0.6332
C 4.1642 2.0046 -0.3678
O 5.0242 3.0426 -0.5478
H 4.8272 1.2206 -0.6588
H 3.2692 1.8706 -0.9308
H 3.8862 1.9796 0.6792
H 4.8662 3.7626 0.0312
C -3.7588 -3.1304 -1.5668
O -2.3638 -3.0594 -1.7778
H -4.1548 -3.9494 -2.1308
H -4.2758 -2.2874 -2.0798
H -4.2798 -3.2584 -0.6148
H -2.0958 -2.3534 -2.3518



Record 3
Below is a 2-piece molecular cluster, C4H9O3S overall in a non-equilibrium geometry, with properties calculated with wB97M-V/def2-TZVPD.

The energy above the lowest of the compared OMol25 structures with the same formula, charge and spin is 15.7 kcal per mole. For the HOMO energy, the calculation gives -4.82 eV. The charge is -1. The orbital gap comes out at 7.9 eV. Its maximum force is 2.93 eV/A.

Element x y z (Å)
O 0.5722 -2.7544 -0.1379
C -0.0575 -1.7751 0.2505
O -0.1434 -1.4395 1.5183
C -0.8529 -0.9756 -0.8414
C -1.4231 0.3553 -0.4711
C -0.3005 1.3279 -0.1481
S 0.4368 1.9878 -1.8007
H -1.6046 -1.8137 -1.0016
H -0.1825 -1.0627 -1.7150
H -2.2020 0.7494 -1.1105
H -1.9635 0.1949 0.4819
H -0.5226 2.2935 0.3244
H 0.3802 0.7647 0.4659
H 1.3394 2.7373 -1.1417
H 1.5419 -0.3588 3.1144
H 0.3777 -0.1580 2.2326
O 0.9731 0.3828 2.8808



Record 4
Below is a 2-piece molecular cluster, C27H26N2O overall in a non-equilibrium geometry, with properties calculated with wB97M-V/def2-TZVPD.

The energy above the lowest of the compared OMol25 structures with the same formula, charge and spin is 0.0 kcal per mole. For the HOMO energy, the calculation gives -6.30 eV. The orbital gap comes out at 5.4 eV. Its maximum force is 1.88 eV/A.

Element x y z (Å)
C 1.4625 -3.2511 0.5135
C 0.4487 -2.5297 -0.1258
C 0.2340 -1.1932 0.1886
C 0.9674 -0.5648 1.2257
C 0.6860 0.8063 1.6089
C -0.6042 1.4341 1.2962
O -0.6601 2.6394 1.0309
C -1.8609 0.6016 1.3129
C -2.0652 -0.4703 2.1948
C -3.2347 -1.2235 2.1038
C -4.2034 -0.8960 1.1430
C -4.0122 0.2056 0.2948
C -2.8741 0.9939 0.4337
C 1.6894 1.7829 1.6802
N 2.4564 2.6758 1.7257
C 1.9946 -1.3107 1.8679
C 2.2474 -2.6244 1.4871
H 1.6213 -4.3005 0.2610
H -0.1786 -2.9973 -0.8810
H -0.5134 -0.6155 -0.3607
H -1.2977 -0.7069 2.9359
H -3.3883 -2.0561 2.7922
H -5.1139 -1.4864 1.0707
H -4.7512 0.4750 -0.4605
H -2.7405 1.9048 -0.1516
H 2.5510 -0.8412 2.6853
H 3.0730 -3.1623 1.9588
C 1.8977 5.1747 7.2394
C 0.7319 4.4281 6.5821
C 1.0575 3.9279 5.1782
N 2.3367 3.2000 5.1375
C 2.4461 2.0014 4.6369
C 3.6905 1.2361 4.6922
C 4.2857 0.8873 5.9325
C 5.5384 0.2807 5.9770
C 6.1855 -0.1204 4.7982
C 5.5965 0.1893 3.5669
C 4.3807 0.8669 3.5199
C 3.4838 4.0286 5.5892
C 3.2858 4.5589 6.9999
H 1.9028 6.2131 6.8787
H 1.7217 5.2247 8.3168
H 0.4137 3.5915 7.2186
H -0.1239 5.1059 6.5133
H 0.2674 3.2840 4.7755
H 1.1829 4.8033 4.5259
H 1.5529 1.5365 4.2126
H 3.7509 1.1340 6.8536
H 6.0290 0.1328 6.9399
H 7.1440 -0.6404 4.8311
H 6.0939 -0.0711 2.6381
H 3.9772 1.1794 2.5600
H 4.4155 3.4731 5.5184
H 3.5286 4.8881 4.9064
H 4.0440 5.3277 7.1929
H 3.4669 3.7640 7.7386



Record 5
Below is C9H13N3 as an isolated structure in a non-equilibrium geometry, with properties calculated with wB97M-V/def2-TZVPD.

The energy above the lowest of the compared OMol25 structures with the same formula, charge and spin is 90.3 kcal per mole. For the HOMO energy, the calculation gives -7.64 eV. The orbital gap comes out at 8.2 eV. Its maximum force is 5.49 eV/A.

Element x y z (Å)
C -0.0047 -0.6374 1.8834
C 0.6680 1.3515 0.5350
C 0.2188 0.6596 1.7746
C 0.4908 0.9258 -0.7172
C 0.3239 -1.4790 0.7279
C -0.3084 -0.9062 -0.4895
C 0.7091 1.4468 -2.0420
C -0.1139 -1.7538 -1.7500
C -1.7538 -0.5224 -0.2239
N 1.0898 2.6466 0.9843
N 0.9953 2.7148 2.2063
N 0.3255 1.6663 2.7237
H -0.3445 -1.0404 2.8625
H 1.3569 -1.5778 0.7453
H -0.0864 -2.4948 0.9486
H 1.8252 1.1507 -2.2620
H 0.8276 2.4712 -2.0101
H 0.1086 1.2208 -2.8180
H -1.0597 -2.0935 -2.2532
H 0.4507 -2.7937 -1.4527
H 0.3940 -1.0240 -2.4287
H -1.9803 0.2251 0.6137
H -2.2585 -1.5690 -0.0853
H -2.1635 -0.1350 -1.1927
H 0.2894 1.5479 3.7202



Record 6
Below is C30H25Cl5N6O2PSSn as an isolated structure in a non-equilibrium geometry, with properties calculated with wB97M-V/def2-TZVPD.

The energy above the lowest of the compared OMol25 structures with the same formula, charge and spin is 0.0 kcal per mole. For the HOMO energy, the calculation gives -15.83 eV. The charge is +3. The orbital gap comes out at 4.6 eV. Its maximum force is 1.27 eV/A.

Element x y z (Å)
Sn 0.6794 -0.8756 1.4022
C 3.9195 2.5896 -1.7229
N 3.2709 1.3412 -1.3065
C 2.9978 0.2935 -2.1472
C 2.3620 -0.6472 -1.3982
N 2.2449 -0.1799 -0.1129
C 2.7961 1.0276 -0.0839
P 3.0454 2.0380 1.4141
C 3.3655 0.6466 2.5371
N 2.6295 -0.4499 2.6618
C 3.2300 -1.2294 3.6146
C 4.3436 -0.5889 4.0686
N 4.4195 0.5916 3.3817
C 5.4755 1.5980 3.5504
C 1.2917 2.2600 1.8535
N 0.4210 1.2780 2.0473
C -0.7882 1.8582 2.3390
C -0.6359 3.2085 2.3239
N 0.6784 3.4496 2.0153
C 1.2794 4.7856 1.9260
H 4.6827 2.3620 -2.4612
H 3.1860 3.2612 -2.1640
H 4.3843 3.0690 -0.8664
H 3.2893 0.3024 -3.1836
H 2.0023 -1.6188 -1.6920
H 2.8348 -2.1847 3.9161
H 5.0722 -0.8678 4.8106
H 6.1386 1.2684 4.3438
H 6.0505 1.7047 2.6339
H 5.0457 2.5567 3.8292
H -1.6645 1.2781 2.5741
H -1.3390 4.0059 2.4950
H 0.8128 5.4324 2.6629
H 2.3441 4.7273 2.1311
H 1.1251 5.2048 0.9341
Cl -3.1475 -8.3540 0.4295
C -2.5560 -6.8376 0.2872
C -2.4919 -6.0076 1.4840
Cl -3.0683 -6.6312 2.9481
C -1.9790 -4.7633 1.3942
Cl -1.8858 -3.7372 2.7180
C -1.4594 -4.2310 0.0806
O -0.9500 -3.1546 -0.0186
C -1.6136 -5.1351 -1.1322
Cl -1.0911 -4.5246 -2.5889
C -2.1324 -6.3812 -1.0131
Cl -2.2875 -7.4105 -2.3504
O -0.4143 0.5956 -0.3971
S -0.9363 0.0649 -1.7362
C -1.5485 1.4742 -2.6013
C -1.5087 1.4298 -3.9882
C -1.9895 2.5182 -4.7048
C -2.4763 3.6278 -4.0273
C -2.5026 3.6534 -2.6358
C -2.0271 2.5760 -1.9081
C -2.4759 -0.7611 -1.3364
C -3.0242 -0.6146 -0.0708
C -4.2073 -1.2766 0.2331
C -4.8067 -2.0984 -0.7145
C -4.2357 -2.2500 -1.9729
C -3.0594 -1.5841 -2.2883
H -1.1150 0.5599 -4.5019
H -1.9763 2.5006 -5.7863
H -2.8302 4.4835 -4.5862
H -2.9072 4.5146 -2.1208
H -2.0467 2.5760 -0.8253
H -2.5348 0.0301 0.6478
H -4.6670 -1.1435 1.2043
H -5.7264 -2.6154 -0.4734
H -4.7046 -2.8923 -2.7077
H -2.6078 -1.6972 -3.2674



Record 7
Below is C36H49BiF4GeN9OPS as an isolated structure, with properties calculated with wB97M-V/def2-TZVPD.

The energy above the lowest of the compared OMol25 structures with the same formula, charge and spin is 0.0 kcal per mole. For the HOMO energy, the calculation gives -6.93 eV. The orbital gap comes out at 7.3 eV. Its maximum force is 0.60 eV/A.

Element x y z (Å)
Bi -0.0757 0.2188 -1.1576
C 2.6976 1.4922 -2.7626
N 1.5821 1.9767 -1.9351
C 2.1498 2.6840 -0.7708
C 0.7043 2.8488 -2.7357
C -0.5360 3.3333 -1.9474
N -0.7521 2.4581 -0.8102
C -1.4770 2.8910 0.2487
C -1.2368 2.3458 1.5246
F -0.2844 1.3967 1.6253
C -1.9163 2.7241 2.6531
F -1.6118 2.1197 3.8168
C -2.8961 3.6969 2.6219
C -3.1515 4.2609 1.3880
F -4.1065 5.1972 1.2788
C -2.4772 3.8828 0.2437
F -2.8516 4.4470 -0.9231
H 3.2494 2.3438 -3.1789
H 3.3715 0.9010 -2.1433
H 2.3270 0.8547 -3.5563
H 2.8074 3.4942 -1.1107
H 1.3606 3.0960 -0.1504
H 2.7237 1.9789 -0.1703
H 1.2728 3.7119 -3.1044
H 0.3942 2.2637 -3.6016
H -0.3681 4.3599 -1.6042
H -1.3820 3.3731 -2.6410
H -3.4360 3.9973 3.5098
C -4.6613 -1.8653 3.7390
N -4.0644 -1.0979 2.6553
C -4.4440 0.1584 2.2720
C -3.6581 0.4778 1.1997
N -2.8054 -0.5553 0.9161
C -3.0674 -1.4981 1.7963
P -2.3796 -3.1745 1.9152
C -0.6244 -2.8797 2.3461
N 0.2581 -2.1963 1.6414
C 1.4468 -2.3066 2.3134
C 1.2850 -3.0651 3.4382
N -0.0355 -3.4263 3.4598
C -0.6515 -4.2949 4.4510
C -2.1700 -3.6123 0.1622
N -2.0404 -2.7849 -0.8490
C -1.9096 -3.5699 -1.9653
C -1.9602 -4.8914 -1.6191
N -2.1256 -4.9159 -0.2574
C -2.2346 -6.1081 0.5683
H -5.4057 -1.2461 4.2309
H -3.9108 -2.1525 4.4723
H -5.1441 -2.7639 3.3618
H -5.2117 0.7089 2.7927
H -3.6669 1.3889 0.6180
H 2.3418 -1.8228 1.9507
H 1.9711 -3.3667 4.2152
H -0.0959 -4.2216 5.3823
H -0.6505 -5.3345 4.1229
H -1.6780 -3.9912 4.6295
H -1.7872 -3.1398 -2.9450
H -1.8781 -5.7962 -2.2000
H -2.4261 -6.9640 -0.0726
H -3.0555 -6.0050 1.2735
H -1.3143 -6.2884 1.1243
C -1.4499 -1.8639 -5.2137
Ge -1.2454 -0.0063 -4.6153
C -2.7230 0.9499 -5.5224
C 0.3359 0.6503 -5.5723
C -1.6766 0.2550 -2.7128
H -1.2723 -1.8973 -6.2913
H -2.4701 -2.2129 -5.0273
H -0.7437 -2.5436 -4.7309
H -2.6839 0.7828 -6.6041
H -2.6667 2.0291 -5.3446
H -3.6921 0.5987 -5.1547
H 0.1632 0.3449 -6.6078
H 1.2480 0.1750 -5.2101
H 0.4473 1.7358 -5.5573
H -2.3113 -0.5920 -2.4172
H -2.2758 1.1647 -2.6158
S 5.5743 0.3989 2.8310
C 4.4230 0.2490 1.5356
N 3.1789 0.2666 1.8624
C 3.0452 0.4019 3.2467
C 1.8351 0.4423 3.9429
C 1.8660 0.5852 5.3148
C 3.0813 0.6772 6.0068
C 4.2868 0.6280 5.3365
C 4.2552 0.4897 3.9491
H 4.7733 0.1441 0.5121
H 0.9043 0.3608 3.3986
H 0.9348 0.6324 5.8660
H 3.0760 0.7870 7.0848
H 5.2255 0.6932 5.8715
C 2.5848 -2.0608 -1.2656
C 1.5472 -2.1353 -2.3880
C 2.1789 -2.7481 -3.6328
O 1.0272 -0.8650 -2.7330
H 2.9359 -3.0644 -1.0069
H 2.1742 -1.6104 -0.3576
H 3.4444 -1.4670 -1.5966
H 0.7449 -2.8090 -2.0498
H 3.0719 -2.1777 -3.9090
H 1.4796 -2.7141 -4.4725
H 2.4673 -3.7890 -3.4561



Record 8
Below is a 2-piece molecular cluster, C3H4FN3 overall in a non-equilibrium geometry, with properties calculated with wB97M-V/def2-TZVPD.

The energy above the lowest of the compared OMol25 structures with the same formula, charge and spin is 143.8 kcal per mole. For the HOMO energy (spin up / spin down), the calculation gives -9.45 / -8.93 eV. The orbital gap (spin up / spin down) comes out at 8.4 / 5.9 eV. Its maximum force is 5.17 eV/A.

Element x y z (Å)
C -0.1972 2.1167 -0.1003
C -1.2360 1.5899 -0.8658
C 0.9665 -2.5496 0.6382
N 0.4453 1.0995 0.4572
N -1.2163 0.2522 -0.6295
N -0.1693 0.0427 0.0781
F 2.0521 -2.2325 1.2489
H 0.3391 3.0070 -0.1856
H -2.0678 2.0959 -1.2236
H 0.0682 -2.6889 1.1129
H 1.0154 -2.7330 -0.5304